# 1
Below is C35H35Cl3CuGeN8O2PS as an isolated structure, with properties calculated with ωB97M-V with the def2-TZVPD basis set.

The geometry in XYZ format:
```
87
Properties=species:S:1:pos:R:3
Ge -0.19 2.18 -2.19
Cu 0.05 -0.92 0.45
Cl 0.37 0.32 -2.96
Cl -1.46 3.16 -3.52
Cl 1.43 3.33 -1.51
S -2.36 2.26 0.11
P -1.41 -2.25 -0.64
O -1.08 1.76 -0.68
O 3.04 -4.65 2.80
N 4.08 0.12 0.42
N -0.26 -0.46 2.44
N -1.35 -0.87 4.35
N 3.40 -6.76 2.28
N 4.06 -0.99 -0.36
N -0.01 -0.89 4.55
N 1.97 -0.53 0.01
N 2.58 -6.71 3.41
C -2.45 -4.72 2.42
C -2.96 3.73 -0.61
C -3.80 -5.36 0.53
C 2.40 -5.47 3.67
C -4.85 4.84 -1.58
C -1.87 -3.72 1.66
C -3.42 -5.54 1.86
C -3.22 -4.36 -0.23
C -2.17 4.87 -0.75
C 1.60 -4.86 4.73
C 5.19 -3.17 -0.49
C -2.77 -1.42 -1.54
C -2.74 6.00 -1.32
C -4.08 5.98 -1.73
C 5.64 -5.43 -1.19
C 4.40 -5.03 0.82
C 0.12 -5.08 6.61
C 2.81 0.37 0.61
C 0.00 -3.70 6.68
C -0.61 -3.25 -1.95
C 0.69 -2.89 5.78
C -2.25 -3.52 0.34
C 5.74 -4.06 -1.40
C -1.45 -0.61 3.08
C 4.53 -3.66 0.63
C 0.62 -0.65 3.42
C -1.61 2.86 1.61
C 1.49 -3.48 4.82
C 0.54 -1.39 5.82
C 2.81 -1.36 -0.59
C 4.96 -5.92 -0.09
C 3.64 -5.54 1.96
C -4.29 3.69 -1.03
C 5.31 -1.68 -0.72
C 0.91 -5.67 5.64
H 0.01 -4.01 -1.48
H -0.95 2.07 1.97
H 1.00 -6.74 5.56
H -0.16 -1.09 6.60
H -3.52 -4.24 -1.26
H -2.37 -0.63 -2.18
H -2.15 -4.87 3.45
H -5.88 4.83 -1.90
H -1.10 -3.09 2.10
H -0.41 -5.70 7.32
H -1.35 -3.74 -2.58
H 6.25 -3.69 -2.28
H -4.88 2.79 -0.92
H -0.64 -3.25 7.43
H 1.49 -0.89 5.99
H 2.55 -2.23 -1.17
H 2.47 1.20 1.20
H -3.31 -2.13 -2.17
H -1.07 3.78 1.42
H -3.46 -0.99 -0.82
H 4.12 -2.98 1.37
H 6.08 -1.23 -0.09
H -4.54 -6.01 0.09
H 6.07 -6.12 -1.90
H 4.85 -6.98 0.07
H -1.13 4.89 -0.45
H -2.43 3.02 2.30
H 2.06 -2.87 4.12
H -2.41 -0.55 2.58
H 5.55 -1.47 -1.75
H -4.51 6.87 -2.16
H -2.15 6.89 -1.45
H 0.02 -2.62 -2.59
H 1.70 -0.61 3.32
H -3.87 -6.33 2.45
```

As for the total charge: +2. For the HOMO energy, the calculation gives -0.46472 Ha. The electronic energy comes out at -7780.453543 hartree. The calculation puts the energy relative to the best compared isomer or geometry (same formula, charge and spin) at 0.0 kJ/mol.

# 2
Below is C35H35ClF6IN5O10PdS2Te as an isolated structure, with properties calculated with ωB97M-V with the def2-TZVPD basis set.

The geometry in XYZ format:
```
97
Properties=species:S:1:pos:R:3
I -3.18 3.74 0.36
Te 2.65 -0.66 3.07
Pd 0.26 -0.60 0.06
Cl -4.56 -4.82 2.42
S 0.06 -1.23 -3.40
S 1.19 1.04 -2.18
F 2.29 -2.55 -3.55
F 0.97 -3.32 -2.02
F 2.59 2.74 -3.50
F 2.94 0.68 -4.10
F 1.16 1.73 -4.75
F 0.59 -3.74 -4.10
O 2.21 1.23 -1.20
O -1.45 -0.78 -2.93
O 0.14 -0.75 -4.74
O -1.78 -1.33 -1.66
O -2.04 0.20 0.92
O -5.94 -4.68 -0.33
O -0.04 1.76 -2.11
O -4.71 -4.64 -2.17
O 1.64 1.61 3.33
O -2.33 -3.19 -2.83
N -4.29 0.37 0.79
N 1.19 -0.01 1.82
N 0.97 -0.59 -2.30
N -1.85 -2.84 0.59
N -2.42 -3.42 1.64
C 4.20 0.33 2.03
C 3.88 -1.13 -0.05
C -2.61 -3.14 -0.45
C -4.89 -4.45 -0.86
C -3.57 -4.06 1.29
C 5.00 -6.62 2.50
C -1.03 -4.25 4.97
C -2.24 -2.63 -1.77
C -2.94 1.84 -0.58
C -1.60 -4.40 3.72
C 4.51 0.00 0.70
C -0.95 -1.87 4.66
C -1.54 -2.00 3.41
C 5.46 0.78 0.05
C 3.32 -2.67 2.72
C 1.06 1.24 2.29
C 5.40 -1.88 4.01
C 7.13 2.66 -0.06
C 1.11 -2.93 -3.24
C 4.58 -2.92 3.29
C 4.52 1.82 4.11
C -3.04 0.74 0.44
C 2.02 1.58 -3.76
C 0.22 2.23 1.52
C 4.41 -5.24 2.56
C -0.70 -2.99 5.44
C 4.81 1.40 2.69
C 5.76 2.14 1.99
C 5.10 -4.21 3.19
C 1.27 -3.46 1.46
C 3.17 -4.96 2.02
C 2.60 -3.69 2.09
C -1.84 -3.27 2.95
C 6.10 1.85 0.68
C -3.73 -3.93 -0.08
H 6.68 3.15 -0.93
H 6.25 2.97 2.49
H 4.34 -1.22 -1.04
H -3.82 -4.40 -2.47
H 5.45 1.86 4.68
H 6.00 -6.60 2.05
H 4.81 -1.25 4.67
H 1.36 -3.48 0.38
H 5.70 0.55 -0.98
H -0.19 1.83 0.60
H 5.10 -7.04 3.50
H 5.92 -1.22 3.30
H 0.83 -2.51 1.75
H 4.38 -7.29 1.91
H 7.57 3.42 0.57
H -0.83 -5.12 5.58
H -1.97 1.83 -1.06
H 3.83 1.16 4.63
H -0.25 -2.87 6.42
H 2.61 -5.75 1.53
H 0.57 -4.24 1.75
H -5.10 0.86 0.45
H -1.77 -1.14 2.79
H -0.59 2.56 2.16
H -4.41 -0.31 1.52
H 2.82 -0.96 -0.20
H -3.73 1.77 -1.33
H 0.85 3.08 1.29
H -1.84 -5.39 3.34
H 7.93 2.01 -0.43
H 6.15 -2.37 4.63
H 6.07 -4.41 3.63
H 4.01 -2.09 0.46
H 4.08 2.81 4.12
H -0.72 -0.88 5.03
```

As for the total charge: +1. For the HOMO energy (spin up / spin down), the calculation gives -0.40734 / -0.40680 Ha. As for the multiplicity: 2. The electronic energy comes out at -4929.865383 hartree. The calculation puts the energy relative to the best compared isomer or geometry (same formula, charge and spin) at 90.7 kJ/mol.

# 3
Below is a 6-piece molecular cluster, C35H35ClF8NO overall, with properties calculated with ωB97M-V with the def2-TZVPD basis set.

The geometry in XYZ format:
```
81
Properties=species:S:1:pos:R:3
Cl 0.34 7.75 4.35
F 0.51 1.27 0.47
F -2.64 8.20 5.24
F 4.94 -1.50 -7.27
F -3.54 -3.14 -1.52
F -2.23 -9.96 -2.35
F 1.75 3.42 0.81
F 2.87 1.31 0.80
F 2.99 -4.59 -1.78
O 1.49 1.78 2.67
N 1.65 3.88 4.05
C 0.04 5.98 3.76
C -4.10 -8.63 -5.16
C 4.71 -1.21 -5.98
C -2.28 -2.73 -1.70
C 0.95 -7.49 -1.03
C -3.84 -6.90 -3.48
C 1.43 -6.35 -1.68
C 4.69 -1.87 -3.67
C 2.53 -5.68 -1.15
C -3.82 9.69 6.64
C -2.95 9.46 5.58
C -2.91 -9.10 -3.12
C 1.56 -7.93 0.15
C -4.32 -7.32 -4.72
C -3.39 -9.52 -4.36
C 0.34 -1.88 -2.07
C 0.75 2.86 3.35
C -0.05 -3.15 -2.51
C 4.27 0.07 -5.64
C 4.24 -0.60 -3.31
C -2.73 11.83 5.21
C -0.59 -1.04 -1.44
C -3.60 12.07 6.28
C 4.92 -2.18 -5.01
C 1.60 2.00 1.22
C 2.66 -7.24 0.67
C 4.02 0.37 -4.30
C 3.15 -6.11 0.01
C -1.90 -1.47 -1.26
C 1.52 5.30 3.52
C -1.36 -3.58 -2.32
C -2.40 10.52 4.86
C -0.89 6.09 2.40
C -4.14 11.00 7.00
C -3.13 -7.80 -2.67
H 0.67 -3.80 -3.00
H 3.67 1.36 -4.02
H -0.60 7.02 1.71
H 5.27 -3.16 -5.31
H -2.31 12.66 4.65
H 1.44 3.93 5.09
H -1.73 10.31 4.04
H -4.49 -8.95 -6.12
H -0.48 5.39 4.64
H 0.96 -5.99 -2.58
H -4.00 -5.88 -3.14
H 4.01 -5.57 0.40
H 4.06 -0.36 -2.27
H 0.13 2.34 4.23
H -2.75 -7.50 -1.70
H -3.20 -10.53 -4.69
H 2.30 5.95 4.14
H 0.10 -8.02 -1.43
H -1.68 -4.56 -2.65
H -2.02 6.15 2.77
H -4.88 -6.62 -5.34
H -2.63 -0.83 -0.79
H 3.13 -7.58 1.59
H 4.11 0.81 -6.41
H -4.81 11.19 7.83
H -4.24 8.85 7.18
H -3.85 13.09 6.55
H -0.28 -0.06 -1.09
H 4.86 -2.63 -2.90
H 1.18 -8.81 0.66
H 2.64 3.57 3.88
H 1.83 5.43 2.39
H 1.36 -1.55 -2.21
H -0.84 5.14 1.71
H -0.04 3.33 2.64
```

As for the total charge: +1. For the HOMO energy, the calculation gives -0.38042 Ha. The electronic energy comes out at -2743.397984 hartree. The calculation puts the energy relative to the best compared isomer or geometry (same formula, charge and spin) at 397.9 kJ/mol.

# 4
Below is C35H35GeN10O2Se2Y as an isolated structure, with properties calculated with ωB97M-V with the def2-TZVPD basis set.

The geometry in XYZ format:
```
86
Properties=species:S:1:pos:R:3
Y -0.35 -0.35 0.72
Se -1.85 -2.43 -0.72
Se -4.36 6.46 1.89
Ge -0.98 -2.36 -4.08
O 1.36 -1.71 -0.65
O 1.04 2.69 -1.47
N 1.26 -1.16 2.19
N -3.96 5.52 0.44
N 2.54 -0.66 2.08
N 1.45 1.39 1.62
N 0.86 0.45 -1.01
N 2.78 3.24 1.14
N -1.97 1.19 -0.26
N -1.23 -2.14 2.35
N -1.57 0.97 2.42
N -3.71 5.26 3.02
C -1.88 1.72 4.66
C -2.37 2.22 0.51
C -0.65 -0.48 -4.44
C 2.76 -0.38 -2.20
C -3.13 3.41 -1.42
C -2.72 2.36 -2.20
C -1.43 0.80 3.73
C 3.98 2.51 1.13
C -2.64 3.07 2.84
C -0.23 -2.83 2.94
C -2.14 1.26 -1.57
C 6.28 0.99 1.12
C 1.41 1.55 -1.65
C 2.59 0.59 1.72
C -0.43 -4.03 3.60
C 0.68 -3.28 -3.71
C 2.57 1.10 -2.54
C -3.27 4.27 2.28
C 3.90 1.15 1.42
C 6.33 2.36 0.83
C 1.63 -0.65 -1.24
C 5.08 0.39 1.41
C -2.32 -2.48 -2.61
C -2.76 -3.81 3.13
C -3.41 4.42 0.86
C -0.79 -4.05 -0.54
C -2.49 2.87 4.21
C -1.72 -4.53 3.69
C -2.96 3.35 -0.04
C -1.90 -3.19 -5.57
C -2.19 2.08 1.97
C 1.61 2.65 1.33
C 1.12 -2.23 2.85
C -2.46 -2.63 2.46
C 5.19 3.12 0.84
H 1.44 -2.93 -4.42
H -3.04 -1.67 -2.73
H -0.92 -0.11 4.04
H 2.80 4.22 0.89
H -2.88 -2.73 -5.72
H -1.33 -3.08 -6.49
H 0.56 -4.36 -3.87
H 2.68 -1.05 -3.06
H 0.41 -4.54 4.05
H -1.91 -5.47 4.20
H 3.45 1.72 -2.35
H -3.25 -2.05 2.01
H 7.28 2.82 0.61
H -1.59 0.08 -4.44
H 0.03 -0.03 -3.71
H -0.20 -0.37 -5.43
H 0.74 3.29 1.25
H -3.58 4.30 -1.85
H -0.39 -4.29 -1.51
H 1.04 -3.11 -2.70
H -1.44 -4.85 -0.18
H -2.85 3.63 4.90
H 3.70 -0.60 -1.70
H -2.04 -4.25 -5.37
H -1.74 1.53 5.72
H -1.78 0.42 -2.15
H 7.19 0.40 1.11
H -3.78 -4.16 3.18
H 0.03 -3.87 0.15
H 2.28 1.27 -3.57
H -2.88 -3.41 -2.73
H 5.01 -0.67 1.64
H 5.23 4.18 0.62
H -2.82 2.37 -3.27
H 1.96 -2.68 3.37
```

As for the total charge: +2. For the HOMO energy, the calculation gives -0.48952 Ha. The electronic energy comes out at -8970.684007 hartree. The calculation puts the energy relative to the best compared isomer or geometry (same formula, charge and spin) at 39.6 kJ/mol.